1.
This record from the Open Molecules 2025 dataset describes a gas-phase ion, C6H8NS (charge +1). The level of theory is ωB97M-V/def2-TZVPD.

Properties
- SMILES string: [NH3+]C1=CC=CC=CS1
- Total charge: +1
- Lowest unoccupied orbital energy: -4.09 eV
- 2S+1: 1

Last column: natural (NBO) charge in e.
Cartesian coordinates (Å):
C (1.99, -0.73, 0.35)  -0.188
C (0.85, -1.41, 0.46)  -0.181
C (2.10, 0.55, -0.28)  -0.193
C (-0.55, -1.05, 0.06)  -0.218
C (1.37, 1.64, -0.46)  -0.325
C (-1.10, 0.14, 0.13)  -0.040
N (-2.66, 0.36, -0.06)  -0.739
S (-0.25, 1.66, 0.26)  0.254
H (2.88, -1.29, 0.72)  0.257
H (0.84, -2.40, 0.93)  0.236
H (3.15, 0.65, -0.64)  0.240
H (-1.36, -1.83, -0.12)  0.228
H (1.60, 2.45, -1.16)  0.270
H (-3.04, -0.20, -0.80)  0.447
H (-2.75, 1.41, -0.31)  0.478
H (-3.08, 0.06, 0.91)  0.474

---

2.
This record from the Open Molecules 2025 dataset describes a molecular structure, C19H19AsF3NRuS. The level of theory is ωB97M-V/def2-TZVPD.

Properties
- Total charge: +2
- Lowest unoccupied orbital energy (spin up / spin down): -7.22 / -9.95 eV
- Expectation value of S²: 6.0347
- 2S+1: 5

Last column: natural (NBO) charge in e.
Cartesian coordinates (Å):
Ru (-0.28, 1.66, 0.51)  0.930
S (-3.70, 2.17, 3.27)  0.571
C (-4.20, 2.78, 1.74)  -0.232
C (-3.26, 2.63, 0.76)  -0.324
C (-2.08, 2.02, 1.24)  -0.097
C (-2.18, 1.71, 2.62)  -0.161
C (-1.09, 1.12, 3.35)  0.123
C (-1.13, 0.81, 4.71)  -0.150
C (0.01, 0.31, 5.32)  -0.113
C (1.17, 0.13, 4.56)  -0.177
C (1.13, 0.44, 3.21)  0.077
N (0.04, 0.91, 2.62)  -0.498
H (-5.17, 3.23, 1.65)  0.281
H (-3.41, 2.96, -0.26)  0.268
H (-2.04, 0.96, 5.27)  0.252
H (0.01, 0.07, 6.37)  0.264
H (2.07, -0.25, 5.00)  0.266
H (2.01, 0.31, 2.58)  0.230
C (-1.29, -1.98, -0.80)  -0.912
As (-0.47, -0.22, -1.03)  0.982
C (-1.02, 0.22, -2.85)  -0.928
C (1.51, -0.61, -1.14)  -0.666
C (1.80, -1.62, -2.18)  -0.109
C (2.04, -1.21, -3.50)  -0.219
C (2.44, -2.14, -4.44)  -0.177
C (2.59, -3.48, -4.09)  -0.172
C (2.32, -3.89, -2.78)  -0.207
C (1.90, -2.98, -1.84)  -0.163
H (-1.04, -2.61, -1.66)  0.272
H (-2.38, -1.85, -0.75)  0.258
H (-0.96, -2.46, 0.12)  0.252
H (-0.76, -0.58, -3.54)  0.274
H (-0.57, 1.16, -3.18)  0.255
H (-2.11, 0.34, -2.86)  0.257
H (1.81, -0.96, -0.14)  0.239
H (2.01, 0.35, -1.36)  0.249
H (1.94, -0.17, -3.77)  0.213
H (2.65, -1.82, -5.45)  0.235
H (2.89, -4.20, -4.83)  0.238
H (2.44, -4.93, -2.51)  0.236
H (1.70, -3.29, -0.83)  0.202
F (1.53, 2.87, -0.16)  -0.341
C (0.37, 3.53, 0.28)  0.786
F (0.05, 4.41, -0.64)  -0.273
F (0.71, 4.14, 1.42)  -0.288

---

3.
This record from the Open Molecules 2025 dataset describes a molecular structure, C9H10HgN4S3. The level of theory is ωB97M-V/def2-TZVPD.

Properties
- Total charge: -1
- Lowest unoccupied orbital energy (spin up / spin down): 2.93 / 1.55 eV
- Expectation value of S²: 0.7581
- 2S+1: 2

Last column: natural (NBO) charge in e.
Cartesian coordinates (Å):
Hg (-1.80, -1.33, -0.07)  0.638
S (-1.37, -3.67, -1.91)  -0.316
C (0.25, -3.09, -1.99)  0.049
C (1.20, -3.79, -2.78)  -0.288
C (2.49, -3.32, -2.85)  -0.167
C (2.83, -2.16, -2.15)  -0.325
C (1.85, -1.55, -1.40)  0.054
N (0.60, -1.99, -1.31)  -0.527
H (0.88, -4.68, -3.31)  0.217
H (3.22, -3.84, -3.44)  0.201
H (3.83, -1.76, -2.19)  0.206
H (2.06, -0.65, -0.83)  0.188
S (-3.02, 3.35, -1.71)  -0.348
C (-2.23, 2.13, -1.01)  0.089
N (-1.62, 1.30, -0.43)  -0.696
S (-0.54, -0.81, 2.97)  -0.299
C (-0.68, 0.81, 2.63)  0.312
N (0.37, 1.66, 2.51)  -0.602
C (-0.05, 2.99, 2.08)  -0.225
C (-1.59, 2.90, 2.14)  -0.231
N (-1.82, 1.52, 2.58)  -0.589
H (1.27, 1.29, 2.28)  0.412
H (0.29, 3.20, 1.06)  0.212
H (0.33, 3.75, 2.75)  0.185
H (-2.05, 3.07, 1.16)  0.246
H (-2.02, 3.60, 2.86)  0.183
H (-2.68, 1.05, 2.36)  0.422

---

4.
This record from the Open Molecules 2025 dataset describes 4 unconnected molecules or ions with the total composition C8H8Cl9N. The level of theory is ωB97M-V/def2-TZVPD.

Properties
- SMILES string: ClC(Cl)Cl.ClC(Cl)Cl.ClC(Cl)Cl.c1ccncc1
- Lowest unoccupied orbital energy: 0.48 eV
- 2S+1: 1

Last column: natural (NBO) charge in e.
Cartesian coordinates (Å):
N (2.69, -22.52, 15.53)  -0.457
C (3.58, -22.29, 16.49)  0.030
C (3.80, -21.04, 17.01)  -0.254
C (3.13, -19.96, 16.49)  -0.165
C (2.15, -20.22, 15.56)  -0.252
C (1.94, -21.51, 15.15)  0.035
H (4.12, -23.18, 16.79)  0.204
H (4.52, -20.86, 17.81)  0.222
H (3.34, -18.99, 16.90)  0.221
H (1.55, -19.43, 15.13)  0.223
H (1.15, -21.71, 14.44)  0.196
C (5.54, -26.64, 16.40)  -0.298
Cl (7.24, -26.94, 16.15)  0.039
Cl (4.97, -25.37, 15.34)  0.016
Cl (5.22, -26.20, 18.07)  0.016
H (4.98, -27.53, 16.19)  0.230
C (4.62, -22.40, 12.90)  -0.286
Cl (6.08, -23.38, 12.73)  0.008
Cl (3.96, -21.99, 11.32)  0.023
Cl (4.92, -20.93, 13.84)  0.012
H (3.92, -23.01, 13.45)  0.237
C (1.63, -25.69, 13.49)  -0.300
Cl (1.89, -27.43, 13.39)  0.007
Cl (-0.05, -25.32, 13.79)  0.023
Cl (2.14, -24.93, 12.01)  0.027
H (2.22, -25.32, 14.32)  0.242

---

5.
This record from the Open Molecules 2025 dataset describes 2 unconnected molecules or ions with the total composition C5H12NO2. The level of theory is ωB97M-V/def2-TZVPD.

Properties
- Total charge: +1
- Lowest unoccupied orbital energy: -9.09 eV
- 2S+1: 1

Last column: natural (NBO) charge in e.
Cartesian coordinates (Å):
O (2.04, 1.58, -0.87)  -0.671
C (0.69, 1.37, -0.58)  -0.062
C (0.52, 1.13, 0.95)  -0.421
C (-0.81, 0.44, 1.32)  -0.478
C (-1.24, -0.72, 0.35)  0.102
C (-2.27, -0.32, -0.51)  0.174
N (-0.63, -1.87, 0.31)  -0.322
H (0.18, 2.32, -0.84)  0.190
H (1.33, 0.42, 1.09)  0.225
H (0.78, 2.06, 1.47)  0.259
H (-1.47, 1.30, 1.39)  0.240
H (-0.66, 0.06, 2.32)  0.278
H (-2.97, 0.44, -0.17)  0.243
H (-2.51, -0.86, -1.43)  0.231
H (-1.19, -2.44, -0.32)  0.355
H (1.12, -2.11, -0.39)  0.467
H (0.32, 0.56, -1.22)  0.158
H (2.37, -2.38, -1.22)  0.492
H (2.48, 0.72, -0.92)  0.489
O (1.92, -1.69, -0.72)  -0.947

---

6.
This record from the Open Molecules 2025 dataset describes a gas-phase ion, C7H6NO (charge +1). The level of theory is ωB97M-V/def2-TZVPD.

Properties
- Total charge: +1
- Lowest unoccupied orbital energy (spin up / spin down): -5.64 / -5.64 eV
- 2S+1: 1

Last column: natural (NBO) charge in e.
Cartesian coordinates (Å):
C (-0.43, -1.28, 0.70)  -0.087
C (-1.31, -0.33, 0.98)  -0.323
C (1.28, 0.03, -0.16)  -0.002
C (0.84, 1.24, 0.18)  -0.370
C (1.46, 2.30, 0.68)  0.811
C (0.24, -0.94, -0.64)  -0.161
C (-1.28, 0.69, -0.06)  0.119
N (-0.90, -0.15, -1.22)  -0.590
O (1.78, 3.26, 1.21)  -0.294
H (-0.11, -2.04, 1.35)  0.248
H (-1.82, -0.23, 1.85)  0.253
H (2.19, -0.37, -0.09)  0.227
H (0.44, -1.85, -1.15)  0.262
H (-0.70, 0.39, -2.13)  0.455
H (-1.67, -0.72, -1.50)  0.455